(a)
{"formula": "C2H4O3P", "method": "wB97M-V/def2-TZVPD", "e_homo_ev": -4.546, "lumo_energy_ev": 4.252, "total_charge": -1, "homo_lumo_gap_ev": 8.7975, "smiles": "C[C@H]1O[P@@]1(=O)[O-]", "symbols": ["C", "C", "O", "P", "O", "O", "H", "H", "H", "H"], "xyz": [[0.8144, 1.0834, 0.3107], [0.5241, -0.3643, -0.3126], [0.0956, -1.3321, 0.7391], [-1.1983, -0.8859, -0.2637], [-1.7712, -1.9640, -1.1299], [-2.0504, 0.0877, 0.4128], [0.3657, 1.7520, -0.4542], [1.8777, 1.2652, 0.5349], [0.1451, 1.2265, 1.1112], [1.1972, -0.8684, -0.9482]]}



(b)
{"formula": "C2H4O3P", "method": "wB97M-V/def2-TZVPD", "e_homo_ev": -4.045, "lumo_energy_ev": 4.361, "total_charge": -1, "homo_lumo_gap_ev": 8.4063, "smiles": "O=C([O-])[C@H](O)P", "symbols": ["O", "C", "O", "C", "O", "P", "H", "H", "H", "H"], "xyz": [[-1.6666, -1.0791, -0.1373], [-0.4470, -1.1837, 0.0794], [0.3982, -2.0054, -0.0837], [0.1377, 0.2496, 0.7055], [-0.9183, 1.1412, 0.8275], [1.2423, 1.1764, -0.6295], [0.6064, 0.2979, 1.6706], [-1.4787, 0.6797, 0.1194], [1.8621, -0.0329, -0.9863], [0.2639, 0.7564, -1.5657]]}



Order of stability, best first: (a), (b)



(a)
{"formula": "C33H72N2O5OsSSi5Te", "method": "wB97M-V/def2-TZVPD", "e_homo_ev": -6.664, "lumo_energy_ev": -0.155, "total_charge": 0, "homo_lumo_gap_ev": 6.5088, "symbols": ["Os", "C", "C", "C", "C", "O", "Si", "S", "O", "C", "C", "C", "C", "O", "C", "C", "C", "C", "H", "H", "H", "H", "H", "H", "H", "H", "H", "H", "H", "H", "H", "H", "H", "H", "H", "H", "H", "H", "H", "H", "H", "H", "H", "H", "H", "C", "O", "C", "O", "N", "N", "H", "H", "H", "H", "H", "H", "C", "Si", "C", "C", "Si", "Te", "Si", "C", "C", "C", "Si", "C", "C", "C", "H", "H", "H", "H", "H", "H", "H", "H", "H", "H", "H", "H", "H", "H", "H", "H", "H", "H", "H", "H", "H", "H", "H", "H", "H", "H", "H", "C", "C", "C", "C", "C", "C", "C", "C", "C", "C", "H", "H", "H", "H", "H", "H", "H", "H", "H", "H", "H", "H"], "xyz": [[-0.8042, -1.0369, -0.3633], [-2.8696, -1.4570, 2.5437], [-1.4585, -1.4712, 3.1117], [-1.1461, -2.8458, 3.6907], [-1.3081, -0.4099, 4.1930], [-0.5273, -1.1416, 2.0160], [1.1493, -1.3331, 1.9447], [1.5392, -0.6689, 0.0149], [1.9552, -0.5968, 3.1496], [2.4331, 0.7365, 3.4053], [1.5018, 1.7879, 2.8227], [3.8203, 0.8421, 2.7792], [2.5159, 0.8704, 4.9203], [1.3900, -2.9243, 2.2122], [2.5659, -3.7507, 2.2277], [2.2148, -4.9392, 3.1132], [3.7665, -3.0041, 2.7961], [2.8532, -4.2057, 0.8040], [-3.5474, -1.9398, 3.2472], [-2.8987, -2.0110, 1.6039], [-3.2141, -0.4356, 2.3688], [-1.8597, -3.0596, 4.4878], [-0.1415, -2.8796, 4.1076], [-1.2228, -3.6222, 2.9295], [-2.0349, -0.5907, 4.9877], [-1.4792, 0.5820, 3.7790], [-0.3083, -0.4506, 4.6247], [1.4933, 1.7512, 1.7333], [1.8245, 2.7826, 3.1392], [0.4777, 1.6362, 3.1644], [3.7526, 0.6751, 1.7026], [4.4888, 0.0948, 3.2090], [4.2452, 1.8328, 2.9509], [1.5195, 0.8324, 5.3627], [2.9770, 1.8209, 5.1923], [3.1130, 0.0584, 5.3371], [2.0062, -4.6051, 4.1309], [3.0384, -5.6540, 3.1412], [1.3286, -5.4433, 2.7241], [3.5345, -2.5865, 3.7749], [4.0643, -2.1874, 2.1362], [4.6090, -3.6913, 2.8916], [2.0125, -4.7756, 0.4066], [3.7431, -4.8383, 0.7812], [3.0162, -3.3428, 0.1580], [-0.7228, -0.9959, -5.0653], [-1.9408, -0.8721, -4.2953], [-1.7981, -0.8596, -2.9898], [-0.7039, -0.9403, -2.4248], [-2.9603, -0.8363, -2.3180], [-2.9318, -0.9652, -0.9176], [-1.0306, -0.8660, -6.0967], [-0.2928, -1.9831, -4.9070], [-0.0139, -0.2301, -4.7700], [-3.8332, -0.7238, -2.8066], [-3.4462, -1.7991, -0.6502], [-3.3379, -0.1147, -0.5002], [1.4685, 2.0462, -3.0186], [1.2694, 3.5101, -1.8651], [2.6607, 3.4846, -0.5993], [1.4358, 5.0918, -2.8878], [-0.8627, 3.5857, -0.8986], [-1.6200, 1.5573, 0.3673], [-2.4058, 4.1024, -2.5970], [-2.0192, 3.0761, -4.1351], [-4.1626, 3.6694, -2.0727], [-2.4100, 5.9187, -3.1100], [-1.0054, 5.2901, 0.6969], [-2.8086, 5.4683, 1.2069], [0.0125, 4.8923, 2.2272], [-0.4039, 6.9408, 0.0098], [2.4688, 2.0404, -3.4613], [0.7388, 2.1028, -3.8267], [1.3265, 1.1081, -2.4822], [3.6046, 3.7290, -1.0946], [2.7645, 2.4968, -0.1461], [2.5028, 4.2102, 0.2003], [2.4774, 5.2460, -3.1822], [1.1172, 5.9708, -2.3237], [0.8357, 5.0450, -3.7991], [-1.9092, 2.0270, -3.8576], [-1.0899, 3.3958, -4.6107], [-2.8222, 3.1542, -4.8730], [-4.2301, 2.6204, -1.7769], [-4.8569, 3.8533, -2.8973], [-4.4832, 4.2661, -1.2170], [-1.4041, 6.3024, -3.2873], [-2.8766, 6.5365, -2.3396], [-2.9849, 6.0487, -4.0309], [-3.2425, 4.4987, 1.4584], [-3.4012, 5.9061, 0.4002], [-2.8972, 6.1218, 2.0787], [-0.3217, 3.9590, 2.6853], [-0.0971, 5.6934, 2.9636], [1.0737, 4.7941, 1.9913], [-0.8377, 7.1644, -0.9654], [0.6834, 6.9511, -0.0937], [-0.6779, 7.7507, 0.6915], [-1.8461, -5.1384, -0.2456], [-1.1295, -4.1379, -1.1662], [-2.0332, -3.8736, -2.3777], [-0.7835, -2.9197, -0.3182], [0.1930, -4.6919, -1.7028], [0.4549, -6.0589, -1.7411], [1.6372, -6.5419, -2.2854], [2.5791, -5.6644, -2.8009], [2.3262, -4.3006, -2.7697], [1.1443, -3.8190, -2.2280], [-2.6568, -4.6323, 0.2837], [-1.1642, -5.5457, 0.5025], [-2.2857, -5.9664, -0.8054], [-3.0444, -3.5906, -2.0704], [-2.1167, -4.7824, -2.9770], [-1.6197, -3.1045, -3.0226], [-0.4864, -3.3108, 0.6656], [-0.2595, -6.7648, -1.3387], [1.8227, -7.6085, -2.2997], [3.5054, -6.0400, -3.2161], [3.0605, -3.6020, -3.1513], [0.9758, -2.7507, -2.1756]]}



(b)
{"formula": "C33H72N2O5OsSSi5Te", "method": "wB97M-V/def2-TZVPD", "e_homo_ev": -6.681, "lumo_energy_ev": -0.156, "total_charge": 0, "homo_lumo_gap_ev": 6.5247, "symbols": ["Os", "C", "C", "C", "C", "O", "Si", "S", "O", "C", "C", "C", "C", "O", "C", "C", "C", "C", "H", "H", "H", "H", "H", "H", "H", "H", "H", "H", "H", "H", "H", "H", "H", "H", "H", "H", "H", "H", "H", "H", "H", "H", "H", "H", "H", "C", "O", "C", "O", "N", "N", "H", "H", "H", "H", "H", "H", "C", "Si", "C", "C", "Si", "Te", "Si", "C", "C", "C", "Si", "C", "C", "C", "H", "H", "H", "H", "H", "H", "H", "H", "H", "H", "H", "H", "H", "H", "H", "H", "H", "H", "H", "H", "H", "H", "H", "H", "H", "H", "H", "C", "C", "C", "C", "C", "C", "C", "C", "C", "C", "H", "H", "H", "H", "H", "H", "H", "H", "H", "H", "H", "H"], "xyz": [[-0.8626, -1.0188, -0.6747], [-2.7001, -1.4606, 2.7528], [-1.2885, -1.4304, 3.3448], [-0.9629, -2.7613, 4.0092], [-1.1575, -0.2854, 4.3402], [-0.4015, -1.1637, 2.2453], [1.1919, -1.3947, 1.9464], [1.4198, -0.8740, -0.0865], [2.1789, -0.5709, 2.9463], [2.5727, 0.8012, 3.0638], [1.5067, 1.7242, 2.4899], [3.8957, 0.9523, 2.3214], [2.7559, 1.0641, 4.5540], [1.4987, -2.9672, 2.2770], [2.6734, -3.7884, 2.1535], [2.4916, -4.9011, 3.1770], [3.9335, -2.9860, 2.4553], [2.7359, -4.3539, 0.7477], [-3.3822, -2.0083, 3.4043], [-2.6743, -1.9558, 1.7811], [-3.0869, -0.4511, 2.6091], [-1.6757, -2.9444, 4.8142], [0.0448, -2.7606, 4.4234], [-1.0247, -3.5794, 3.2906], [-1.8899, -0.3926, 5.1422], [-1.3348, 0.6633, 3.8331], [-0.1597, -0.2718, 4.7796], [1.4500, 1.6438, 1.4033], [1.7258, 2.7579, 2.7591], [0.5257, 1.4653, 2.8866], [3.7639, 0.6964, 1.2688], [4.6472, 0.2884, 2.7495], [4.2602, 1.9790, 2.3885], [1.8003, 0.9972, 5.0744], [3.1673, 2.0610, 4.7171], [3.4363, 0.3288, 4.9843], [2.4418, -4.4876, 4.1851], [3.3229, -5.6057, 3.1299], [1.5650, -5.4410, 2.9792], [3.8405, -2.4659, 3.4063], [4.1181, -2.2441, 1.6773], [4.7936, -3.6565, 2.4996], [1.8573, -4.9617, 0.5372], [3.6255, -4.9747, 0.6294], [2.7723, -3.5444, 0.0197], [-0.8223, -0.6250, -5.4587], [-2.0448, -0.6717, -4.6893], [-1.8904, -0.7573, -3.3780], [-0.7945, -0.8315, -2.8278], [-3.0513, -0.7315, -2.7227], [-3.0142, -0.8428, -1.3283], [-1.1350, -0.4023, -6.4726], [-0.3234, -1.5910, -5.4092], [-0.1673, 0.1527, -5.0741], [-3.9173, -0.5772, -3.2147], [-3.5808, -1.6325, -1.0386], [-3.3446, 0.0294, -0.9089], [2.0107, 2.1558, -2.4060], [1.5099, 3.6449, -1.3814], [2.7913, 3.8714, -0.0284], [1.5888, 5.1996, -2.4530], [-0.7267, 3.5187, -0.7215], [-1.6649, 1.3874, 0.1726], [-2.0161, 3.8730, -2.6655], [-1.2674, 2.9058, -4.0999], [-3.7732, 3.2426, -2.4444], [-2.1369, 5.6860, -3.1618], [-1.3235, 5.1461, 0.8483], [-3.1827, 5.0527, 1.1121], [-0.4764, 4.9649, 2.5117], [-0.9277, 6.8762, 0.2104], [3.0500, 2.2641, -2.7282], [1.3885, 2.0402, -3.2934], [1.9290, 1.2378, -1.8196], [3.7090, 4.2334, -0.4991], [3.0145, 2.9325, 0.4775], [2.4923, 4.5985, 0.7275], [2.6308, 5.4938, -2.5995], [1.0708, 6.0397, -1.9881], [1.1408, 5.0425, -3.4350], [-1.0990, 1.8648, -3.8145], [-0.3098, 3.3181, -4.4184], [-1.9458, 2.9251, -4.9575], [-3.7679, 2.1932, -2.1510], [-4.3215, 3.3467, -3.3851], [-4.3084, 3.7920, -1.6696], [-1.1725, 6.1917, -3.1317], [-2.8151, 6.2259, -2.4993], [-2.5249, 5.7674, -4.1805], [-3.5098, 4.0311, 1.3108], [-3.7188, 5.4061, 0.2290], [-3.4737, 5.6800, 1.9580], [-0.6923, 4.0052, 2.9815], [-0.8397, 5.7597, 3.1688], [0.6070, 5.0614, 2.4319], [-1.2373, 7.0223, -0.8231], [0.1409, 7.0901, 0.2682], [-1.4499, 7.6148, 0.8238], [-2.0948, -5.0423, 0.0032], [-1.4357, -4.1208, -1.0408], [-2.3974, -3.9562, -2.2234], [-1.0694, -2.8230, -0.3227], [-0.1540, -4.7286, -1.6211], [0.0542, -6.1058, -1.5886], [1.1648, -6.6743, -2.1949], [2.0874, -5.8739, -2.8506], [1.8842, -4.5032, -2.8961], [0.7741, -3.9365, -2.2889], [-2.8273, -4.4761, 0.5822], [-1.3566, -5.4386, 0.7018], [-2.6188, -5.8800, -0.4618], [-3.4160, -3.7408, -1.8888], [-2.4346, -4.8781, -2.8047], [-2.0594, -3.1645, -2.8859], [-0.6685, -3.0597, 0.6750], [-0.6505, -6.7533, -1.0856], [1.3040, -7.7472, -2.1589], [2.9579, -6.3142, -3.3186], [2.5979, -3.8640, -3.3999], [0.6404, -2.8630, -2.3211]]}



Order of stability, best first: (a), (b)



(a)
{"formula": "C7H35NO10", "method": "wB97M-V/def2-TZVPD", "e_homo_ev": -9.064, "lumo_energy_ev": 0.053, "total_charge": 0, "homo_lumo_gap_ev": 9.1172, "smiles": "C/C=C(\\C)C[C@@H](C)N.O.O.O.O.O.O.O.O.O.O", "symbols": ["C", "C", "C", "C", "C", "C", "C", "N", "H", "H", "H", "H", "H", "H", "H", "H", "H", "H", "H", "H", "H", "H", "H", "O", "H", "H", "O", "H", "H", "O", "H", "H", "O", "H", "H", "O", "H", "H", "O", "H", "H", "O", "H", "H", "O", "H", "H", "O", "H", "H", "O", "H", "H"], "xyz": [[-0.3724, -2.5862, -0.9215], [0.0996, -1.2734, -0.2452], [-0.7972, -0.4219, 0.3404], [-2.2266, -0.6530, 0.7333], [-0.3407, 0.9559, 0.8936], [-1.0202, 2.0756, -0.0222], [-0.6719, 3.4409, 0.7669], [-0.5709, 2.0126, -1.3789], [0.1945, -3.5187, -0.6027], [-1.4950, -2.7230, -0.8361], [-0.1230, -2.5970, -2.0679], [1.0782, -0.9495, -0.4728], [-2.5921, -1.6430, 0.6200], [-2.3842, -0.4299, 1.8182], [-2.9462, 0.1665, 0.4072], [-0.5029, 0.8766, 1.9932], [0.7890, 1.0955, 0.8560], [-2.0989, 1.9667, -0.0659], [-1.0077, 3.4124, 1.8406], [-1.0929, 4.2652, 0.2521], [0.4497, 3.5656, 0.9014], [0.4126, 2.4130, -1.5532], [-1.2223, 2.5072, -1.9102], [2.4552, -2.4628, 2.2294], [2.7688, -2.4944, 3.0568], [2.1167, -1.5295, 2.3575], [3.0425, 2.8096, -0.8488], [2.4340, 2.4726, -0.1782], [2.5733, 2.8939, -1.7275], [2.0110, 2.1308, -3.1704], [1.2345, 1.5259, -3.2687], [2.6480, 1.4358, -3.2552], [-4.1720, 0.6548, -2.0855], [-3.6848, 1.2945, -1.4894], [-3.6342, -0.1299, -2.0579], [-1.8835, -1.7080, 3.5858], [-2.1308, -2.4088, 3.0852], [-0.9574, -1.5898, 3.5034], [-0.0388, -3.8101, 2.1951], [0.5774, -3.1717, 2.3891], [0.4447, -4.6853, 1.8889], [-1.8279, -0.3550, -2.9878], [-1.7112, -1.3752, -2.8582], [-1.5919, 0.0284, -2.0155], [0.5868, -0.0422, -4.0880], [-0.4084, 0.0213, -3.7562], [0.4341, -0.1264, -4.9453], [3.3000, 0.4417, 1.0162], [3.5433, 1.2278, 0.6745], [4.0865, 0.0476, 1.4942], [1.2979, -0.6477, 3.8974], [1.1043, -1.1658, 4.7078], [0.4970, -0.0843, 3.6464]]}



(b)
{"formula": "C7H35NO10", "method": "wB97M-V/def2-TZVPD", "e_homo_ev": -9.263, "lumo_energy_ev": 0.185, "total_charge": 0, "homo_lumo_gap_ev": 9.4485, "smiles": "C=CCCNCCC.O.O.O.O.O.O.O.O.O.O", "symbols": ["C", "C", "C", "C", "N", "C", "C", "C", "H", "H", "H", "H", "H", "H", "H", "H", "H", "H", "H", "H", "H", "H", "H", "O", "H", "H", "O", "H", "H", "O", "H", "H", "O", "H", "H", "O", "H", "H", "O", "H", "H", "O", "H", "H", "O", "H", "H", "O", "H", "H", "O", "H", "H"], "xyz": [[3.3766, -2.2585, 0.8784], [2.5311, -1.2430, 0.9559], [1.5718, -1.0286, -0.2209], [0.9895, 0.3744, -0.3244], [0.4638, 0.7056, 1.0743], [-0.3021, 1.9353, 1.0311], [-1.6376, 2.0095, 0.2196], [-1.3999, 2.7990, -1.0868], [3.3674, -2.9785, 0.0629], [4.1011, -2.5255, 1.6344], [2.5318, -0.4742, 1.7012], [0.7295, -1.7101, -0.2296], [2.1318, -1.3434, -1.1081], [1.7317, 1.1717, -0.4303], [0.1984, 0.4889, -1.0635], [-0.1636, -0.0787, 1.2400], [-0.4050, 2.2430, 2.0892], [0.2307, 2.8253, 0.6770], [-2.1617, 1.0665, 0.0107], [-2.3461, 2.5200, 0.8705], [-0.8281, 2.3027, -1.8603], [-2.4105, 3.1105, -1.3947], [-0.9390, 3.7481, -0.8161], [4.5416, 0.8176, 0.3115], [5.0652, 0.2963, 0.9247], [3.7190, 0.3102, 0.2459], [-0.3976, 1.1036, -3.5140], [0.4518, 1.5623, -3.5241], [-0.4789, 0.9098, -4.4551], [-0.3773, -3.4465, 1.1369], [0.2391, -4.1761, 1.2215], [-0.5589, -3.2660, 0.2110], [-3.4556, -0.8656, 2.4224], [-3.0156, -1.7103, 2.3041], [-2.6985, -0.2704, 2.4551], [-3.6654, -0.6301, -2.9003], [-4.1716, -1.3487, -2.5115], [-4.2758, 0.0675, -2.6302], [-0.5979, -1.3873, 3.3094], [-0.7823, -1.7412, 4.1816], [-0.0015, -1.9706, 2.8867], [-2.1189, -1.8229, -0.9898], [-1.3799, -1.3868, -0.5649], [-2.4986, -1.3374, -1.7382], [-4.5963, -0.5035, -0.4805], [-4.8935, 0.1377, 0.1463], [-3.7871, -0.8455, -0.0722], [2.7513, 1.8487, 2.4120], [1.9181, 1.4247, 2.1494], [3.0979, 2.2872, 1.6311], [3.2124, 0.7261, -2.5580], [4.1429, 0.5019, -2.4551], [3.2502, 1.0553, -3.4659]]}



Order of stability, best first: (b), (a)